Record 1
C5H11N3O | ωB97M-V/def2-TZVPD

The HOMO-LUMO gap is 9.791 eV. The energy relative to the best compared isomer or geometry (same formula, charge and spin) is 82.4 kcal/mol. The SMILES is NCC1(CN)CN1C=O.

Last column: Mulliken charge in e.
Atoms and positions in Å:
1 N 1.374 1.736 -0.451  -0.75
2 C 0.692 1.099 0.655  -0.88
3 C -0.290 0.056 0.197  1.04
4 C -1.474 0.561 -0.525  -0.74
5 N -2.445 -0.516 -0.781  -0.59
6 C -0.360 -1.164 1.074  -0.93
7 N 0.417 -1.181 -0.194  -0.32
8 C 1.691 -1.487 -0.372  0.18
9 O 2.509 -0.756 -0.904  -0.59
10 H 1.745 0.975 -1.076  0.38
11 H 2.341 2.215 -0.037  0.29
12 H 0.281 1.844 1.367  0.44
13 H 1.294 0.499 1.340  0.35
14 H -1.889 1.367 0.164  0.36
15 H -1.212 1.176 -1.430  0.26
16 H -2.230 -1.101 -1.714  0.25
17 H -3.567 -0.201 -0.658  0.25
18 H -1.160 -1.778 1.352  0.35
19 H 0.272 -0.880 2.019  0.23
20 H 2.010 -2.462 -0.026  0.40

---

Record 2
C16H26NO6 | ωB97M-V/def2-TZVPD

As for the net charge: +1. The HOMO-LUMO gap is 8.867 eV. The SMILES is [NH3+]c1ccc2c(c1)OCCOCCOCCOCCOCCO2.

Last column: Mulliken charge in e.
Atoms and positions in Å:
1 N -0.843 -1.306 2.361  0.10
2 C 0.167 -0.273 2.078  -0.35
3 C 1.502 -0.528 2.302  -0.65
4 C 2.435 0.318 1.729  -0.40
5 C 2.044 1.376 0.922  0.55
6 C 0.675 1.736 0.857  0.64
7 C -0.249 0.882 1.438  -0.62
8 O 0.380 2.855 0.167  -0.46
9 C -0.942 3.357 0.121  -0.75
10 C -1.764 2.791 -1.051  -0.58
11 O -2.175 1.449 -0.899  -0.30
12 C -3.356 1.245 -0.153  -0.46
13 C -3.668 -0.259 -0.133  -0.77
14 O -2.573 -1.079 0.242  -0.52
15 C -1.639 -1.351 -0.807  -0.02
16 C -0.980 -2.718 -0.574  -0.96
17 O 0.209 -2.641 0.200  -0.30
18 C 1.420 -2.872 -0.499  -0.97
19 C 1.865 -1.773 -1.473  -0.41
20 O 2.525 -0.762 -0.748  -0.07
21 C 3.050 0.287 -1.539  -0.59
22 C 3.794 1.278 -0.636  -0.64
23 O 2.907 2.070 0.136  -0.53
24 H -1.668 -1.133 1.728  0.22
25 H -1.122 -1.363 3.345  0.39
26 H -0.430 -2.197 2.037  0.55
27 H 1.821 -1.398 2.853  0.52
28 H 3.483 0.099 1.842  0.39
29 H -1.302 1.057 1.322  0.29
30 H -0.821 4.430 -0.049  0.46
31 H -1.452 3.214 1.079  0.36
32 H -1.136 2.799 -1.945  0.35
33 H -2.633 3.439 -1.218  0.44
34 H -3.254 1.626 0.875  0.32
35 H -4.203 1.770 -0.616  0.52
36 H -4.454 -0.449 0.602  0.38
37 H -4.024 -0.566 -1.121  0.40
38 H -0.880 -0.564 -0.837  0.05
39 H -2.172 -1.362 -1.760  0.56
40 H -1.686 -3.357 -0.030  0.32
41 H -0.770 -3.188 -1.538  0.46
42 H 1.349 -3.821 -1.044  0.45
43 H 2.181 -2.961 0.278  0.38
44 H 2.554 -2.218 -2.207  0.44
45 H 1.005 -1.361 -2.021  0.30
46 H 3.751 -0.115 -2.284  0.50
47 H 2.238 0.809 -2.067  0.27
48 H 4.502 0.731 -0.006  0.31
49 H 4.340 1.993 -1.254  0.45

---

Record 3
C38H52FN10O2 | ωB97M-V/def2-TZVPD

As for the net charge: +1. The HOMO-LUMO gap is 5.338 eV. The energy relative to the best compared isomer or geometry (same formula, charge and spin) is 0.0 kcal/mol.

Last column: Mulliken charge in e.
Atoms and positions in Å:
1 C -2.878 -4.189 2.072  -0.85
2 C -3.018 -2.649 1.610  0.70
3 O -2.978 -1.764 2.511  -0.56
4 N -3.219 -2.366 0.190  -0.30
5 C -4.288 -1.330 0.039  -0.58
6 C -5.169 -1.517 -1.297  0.78
7 C -6.540 -0.674 -1.136  -0.58
8 C -7.868 -1.605 -1.330  -0.48
9 N -8.321 -1.991 0.043  1.14
10 C -8.023 -3.386 0.374  -1.20
11 N -7.238 -3.572 1.463  0.08
12 N -8.503 -4.468 -0.442  0.09
13 C -8.050 -5.812 0.007  -0.95
14 C -6.564 -6.216 -0.411  0.43
15 C -6.124 -5.773 -1.881  -1.01
16 F -5.542 -5.794 0.524  -0.26
17 N -9.661 -1.628 0.307  -0.19
18 C -9.641 -0.192 0.735  -0.84
19 C -10.318 -2.504 1.305  0.67
20 C -10.084 -2.486 2.881  -1.10
21 O -11.145 -3.346 0.860  -0.53
22 H -2.531 -4.202 3.156  0.32
23 H -2.131 -4.682 1.362  0.33
24 H -3.911 -4.694 2.054  0.08
25 H -3.509 -3.239 -0.273  0.34
26 H -3.806 -0.293 0.000  -0.07
27 H -4.973 -1.316 0.971  0.25
28 H -5.443 -2.616 -1.486  -0.80
29 H -4.556 -1.113 -2.170  0.44
30 H -6.577 0.260 -1.796  0.37
31 H -6.557 -0.296 -0.047  0.13
32 H -8.624 -0.949 -1.882  0.38
33 H -7.533 -2.471 -1.991  0.17
34 H -7.381 -4.314 2.155  0.32
35 H -6.487 -2.871 1.611  0.15
36 H -8.378 -4.304 -1.447  0.40
37 H -8.185 -5.976 1.140  0.31
38 H -8.766 -6.575 -0.480  0.48
39 H -6.528 -7.370 -0.401  0.30
40 H -5.974 -4.628 -1.903  0.06
41 H -6.982 -6.077 -2.589  0.33
42 H -5.145 -6.276 -2.167  0.37
43 H -8.575 0.239 0.826  0.26
44 H -10.134 -0.003 1.756  0.31
45 H -10.177 0.511 -0.007  0.31
46 H -11.030 -2.235 3.479  0.35
47 H -9.822 -3.571 3.177  0.30
48 H -9.183 -1.850 3.213  0.33
49 N -3.605 3.408 0.921  -0.59
50 C -3.010 4.336 0.156  -0.28
51 C -1.797 4.145 -0.486  -0.44
52 C -1.155 2.925 -0.329  0.28
53 C -1.748 1.947 0.459  -0.48
54 C -2.964 2.236 1.056  -0.44
55 H -3.548 5.274 0.065  0.37
56 H -1.364 4.930 -1.094  0.38
57 H -0.203 2.738 -0.815  0.30
58 H -1.275 0.984 0.605  0.40
59 H -3.469 1.502 1.679  0.61
60 N 1.496 2.503 -2.369  -0.36
61 C 2.091 3.433 -3.134  -0.22
62 C 3.304 3.242 -3.776  -0.50
63 C 3.945 2.022 -3.618  -0.27
64 C 3.354 1.044 -2.831  -0.59
65 C 2.137 1.331 -2.234  -0.10
66 H 1.553 4.371 -3.225  0.38
67 H 3.736 4.027 -4.384  0.37
68 H 4.896 1.835 -4.103  0.43
69 H 3.827 0.081 -2.685  0.37
70 H 1.633 0.598 -1.613  0.39
71 N 8.001 3.127 -0.173  -0.26
72 C 7.729 3.165 1.141  -0.30
73 C 6.454 3.038 1.669  -0.61
74 C 5.395 2.865 0.790  -0.35
75 C 5.648 2.824 -0.574  0.01
76 C 6.959 2.958 -1.001  -0.38
77 H 8.589 3.305 1.788  0.31
78 H 6.294 3.073 2.739  0.41
79 H 4.382 2.763 1.164  0.42
80 H 4.846 2.692 -1.288  0.14
81 H 7.208 2.929 -2.058  0.42
82 N 9.819 2.358 4.170  -0.48
83 C 10.834 3.077 3.664  -0.18
84 C 12.127 2.597 3.530  -0.46
85 C 12.392 1.300 3.944  -0.16
86 C 11.362 0.536 4.472  -0.38
87 C 10.102 1.106 4.561  -0.19
88 H 10.579 4.086 3.358  0.43
89 H 12.907 3.222 3.112  0.36
90 H 13.392 0.889 3.857  0.37
91 H 11.533 -0.480 4.806  0.35
92 H 9.264 0.547 4.964  0.35
93 N 11.469 4.287 -1.885  -0.56
94 C 10.432 3.437 -1.781  -0.21
95 C 10.255 2.336 -2.605  -0.36
96 C 11.196 2.098 -3.596  -0.44
97 C 12.275 2.962 -3.725  -0.32
98 C 12.366 4.032 -2.851  -0.26
99 H 9.718 3.665 -0.991  0.92
100 H 9.402 1.682 -2.474  0.34
101 H 11.091 1.247 -4.261  0.36
102 H 13.028 2.806 -4.488  0.36
103 H 13.193 4.733 -2.910  0.38

---

Record 4
C12H23B2F3NO13Tl2 | ωB97M-V/def2-TZVPD

As for the net charge: +3. The HOMO-LUMO gap is 2.544 eV. The energy relative to the best compared isomer or geometry (same formula, charge and spin) is 0.0 kcal/mol.

Last column: Mulliken charge in e.
Atoms and positions in Å:
1 Tl 3.009 -2.637 1.454  1.08
2 Tl -1.456 -1.212 3.177  0.89
3 B 0.235 -1.449 0.760  1.21
4 H 0.869 -1.470 -0.233  -0.36
5 H -0.723 -0.875 0.457  -0.07
6 H 0.098 -2.539 1.102  0.13
7 H 0.699 -0.817 1.599  -0.79
8 B 0.914 -3.064 3.636  0.54
9 H -0.145 -3.194 4.073  -0.13
10 H 1.258 -1.954 3.441  -0.42
11 H 1.697 -3.476 4.376  0.09
12 H 1.031 -3.672 2.656  -0.03
13 C 2.731 2.010 4.080  -0.95
14 C 2.334 0.574 3.546  0.82
15 O 1.181 0.168 3.807  -0.22
16 O 3.131 0.116 2.739  -0.34
17 H 3.625 1.919 4.702  0.38
18 H 2.023 2.611 4.647  0.36
19 H 2.975 2.573 3.179  0.34
20 C -1.856 -0.032 -2.245  0.28
21 C -1.680 0.457 -3.697  0.45
22 O -2.891 1.115 -3.918  -0.31
23 C -3.402 1.516 -2.702  0.53
24 O -4.302 2.260 -2.562  -0.37
25 O -2.647 0.993 -1.702  -0.12
26 F -1.520 -0.585 -4.523  -0.25
27 H -0.991 -0.161 -1.588  -0.73
28 H -2.319 -1.011 -2.040  0.29
29 H -0.811 1.118 -3.758  0.35
30 C -3.249 3.927 2.656  -0.40
31 C -4.149 3.027 1.828  0.39
32 O -3.232 2.116 1.258  -0.28
33 C -1.998 2.323 1.747  0.71
34 O -1.061 1.538 1.794  -0.69
35 O -1.940 3.529 2.255  -0.31
36 F -4.782 3.711 0.854  -0.27
37 H -3.290 3.801 3.740  0.28
38 H -3.304 4.999 2.473  0.29
39 H -4.906 2.553 2.451  0.26
40 C 2.157 -3.303 -4.871  -0.50
41 C 0.994 -2.371 -4.650  0.38
42 O 0.859 -2.555 -3.210  -0.24
43 C 1.979 -3.026 -2.644  0.64
44 O 2.197 -3.155 -1.462  -0.41
45 O 2.853 -3.232 -3.629  -0.29
46 F -0.170 -2.656 -5.224  -0.25
47 H 2.907 -2.974 -5.588  0.30
48 H 1.780 -4.300 -5.112  0.32
49 H 1.237 -1.321 -4.818  0.30
50 C 1.355 1.648 -0.268  -0.27
51 N 2.136 0.593 -1.004  0.82
52 O 2.145 0.676 -2.216  -0.43
53 O 2.755 -0.288 -0.418  -0.38
54 H 0.307 1.419 -0.442  0.06
55 H 1.713 2.564 -0.728  0.38
56 H 1.641 1.475 0.764  -0.11

---

Record 5
C9H11N2O | ωB97M-V/def2-TZVPD

As for the net charge: +1. The HOMO-LUMO gap is 8.896 eV. The energy relative to the best compared isomer or geometry (same formula, charge and spin) is 27.6 kcal/mol.

Last column: Mulliken charge in e.
Atoms and positions in Å:
1 C -2.771 1.081 0.512  -0.34
2 C -2.243 1.699 -0.638  -0.49
3 C -2.200 -0.049 1.085  -0.98
4 C -0.993 1.243 -1.126  -0.52
5 C -1.118 -0.669 0.476  0.46
6 C -0.528 -0.008 -0.629  0.54
7 C 3.239 1.001 0.615  0.18
8 C -0.422 -1.997 0.601  -0.38
9 C 0.395 -0.893 -1.216  -0.37
10 N 2.094 0.570 0.323  -0.46
11 N 0.358 -2.046 -0.602  0.00
12 O 4.238 0.472 -0.071  -0.48
13 H -3.549 1.627 0.856  0.48
14 H -2.880 2.581 -0.893  0.32
15 H -2.498 -0.600 1.904  0.52
16 H -0.476 1.724 -1.934  0.46
17 H 3.401 1.786 1.347  0.35
18 H 0.079 -1.953 1.600  0.29
19 H -1.250 -2.878 0.552  0.36
20 H 1.039 -0.614 -2.151  0.41
21 H 1.376 0.943 0.946  0.14
22 H 3.889 -0.115 -0.778  0.32
23 H 0.820 -2.903 -0.777  0.20

---

Record 6
C4H12NO2P | ωB97M-V/def2-TZVPD

The HOMO-LUMO gap is 7.762 eV. The energy relative to the best compared isomer or geometry (same formula, charge and spin) is 89.4 kcal/mol.

Last column: Mulliken charge in e.
Atoms and positions in Å:
1 C 0.579 1.624 0.680  -1.20
2 C 1.866 0.114 -0.993  -1.42
3 C 0.938 0.215 0.129  0.37
4 C -2.290 0.026 -0.707  -0.53
5 N -3.045 0.801 0.281  -0.47
6 O -0.514 -1.639 -1.549  -0.77
7 O -0.150 -2.298 0.971  -0.58
8 P -0.650 -0.504 -0.599  0.68
9 H -0.484 1.457 1.076  0.26
10 H 1.329 2.018 1.406  0.35
11 H 0.587 2.256 -0.224  0.33
12 H 1.855 -0.795 -1.530  0.46
13 H 1.645 0.875 -1.730  0.38
14 H 2.872 0.373 -0.594  0.35
15 H 1.154 -0.402 1.063  0.39
16 H -2.604 -0.887 -1.200  0.34
17 H -2.566 1.750 0.490  0.24
18 H 0.252 -2.607 0.171  0.33
19 H -3.958 0.871 -0.002  0.23
20 H -0.732 -2.834 1.450  0.26

---

The records above give, respectively, max |F| values of 4.67; 0.72; 4.77; 3.81; 4.11; 4.18 eV Å⁻¹.